Here is an isolated molecule of C27H26N4O5S from the OMol25 dataset. Energies are from wB97M-V/def2-TZVPD.

```
63
Properties=species:S:1:pos:R:3:forces:R:3
C -7.513491 -2.091082 0.265886 -0.150 -0.134 -0.114
O -6.547245 -1.283654 0.890741 0.364 0.191 0.080
C -5.312107 -1.201468 0.329177 -0.018 0.097 0.129
C -4.919906 -1.843339 -0.832475 -0.249 0.007 0.122
C -3.633396 -1.690121 -1.332353 0.315 0.284 0.081
C -2.740669 -0.890309 -0.654773 -0.582 -0.251 0.117
N -1.405141 -0.723971 -1.136300 -0.036 -0.393 0.145
C -0.993740 0.462336 -1.650191 0.302 0.714 -0.527
S -2.194737 1.760500 -1.730614 -0.180 0.495 0.017
C -1.137354 3.153471 -1.124099 -0.120 -0.481 -0.198
C -2.052419 4.252506 -0.612043 -0.035 -0.181 -0.019
C -0.292722 2.557184 -0.001671 0.239 0.544 -0.319
O -0.804614 2.054200 0.976651 -0.071 -0.192 0.271
N 1.042380 2.632048 -0.223046 0.225 0.508 0.031
C 2.047290 1.828211 0.335628 0.257 -0.070 0.241
C 1.778248 0.786716 1.216804 -0.133 0.040 0.020
C 2.790746 -0.068397 1.598371 0.289 0.070 -0.153
C 4.089102 0.099881 1.123131 -0.239 0.324 -0.153
N 5.056651 -0.833984 1.503070 -0.150 -0.235 0.310
C 6.314520 -1.010604 1.000458 0.005 -0.438 0.349
C 7.026481 -2.184653 1.641463 0.165 0.100 -0.162
O 6.813938 -0.318659 0.144040 0.139 0.203 -0.262
C 4.370678 1.182553 0.294749 0.135 0.021 0.035
C 3.355651 2.030795 -0.094341 -0.264 0.004 0.282
N 0.190194 0.725920 -2.070098 -0.386 0.267 -0.311
C 1.152102 -0.241180 -1.938909 0.107 -0.702 0.218
C 2.458923 0.028866 -2.357914 -0.029 -0.215 -0.046
C 3.446366 -0.910743 -2.175427 -0.065 0.112 -0.077
C 3.156783 -2.140394 -1.585756 -0.050 -0.182 0.061
C 1.870531 -2.432878 -1.194526 -0.078 -0.039 -0.005
C 0.855817 -1.490526 -1.369727 0.328 0.214 -0.212
C -0.508593 -1.789148 -0.948734 0.061 -0.181 0.068
O -0.883839 -2.831999 -0.460645 0.080 -0.061 0.013
C -3.102948 -0.246117 0.524818 -0.162 -0.168 0.193
C -4.385528 -0.383003 1.019496 -0.025 -0.099 -0.082
O -4.847118 0.218243 2.144143 -0.210 -0.218 -0.214
C -3.957530 1.037028 2.866736 0.145 0.149 0.115
H -8.405158 -2.013507 0.885997 0.039 -0.037 -0.077
H -7.195636 -3.137909 0.219267 -0.002 0.044 -0.010
H -7.743982 -1.736204 -0.744269 0.023 -0.022 0.034
H -5.609874 -2.473522 -1.369234 -0.117 -0.050 -0.003
H -3.336763 -2.196642 -2.236875 0.057 -0.062 -0.081
H -0.528632 3.489784 -1.964521 0.047 0.008 0.143
H -2.752526 4.556957 -1.385747 -0.061 0.093 -0.052
H -2.612351 3.888696 0.246242 -0.040 0.005 0.050
H -1.461167 5.113957 -0.307083 0.016 0.079 -0.010
H 1.341159 3.129916 -1.050353 -0.259 -0.201 0.052
H 0.777154 0.633264 1.582585 -0.046 -0.001 0.010
H 2.564125 -0.891536 2.261000 -0.040 -0.112 0.066
H 4.735287 -1.516481 2.175928 0.169 0.084 -0.125
H 7.102909 -2.037073 2.716671 -0.004 -0.033 0.095
H 6.479331 -3.105872 1.451438 -0.041 -0.094 0.026
H 8.023940 -2.269366 1.220603 -0.015 0.018 -0.010
H 5.374823 1.335626 -0.061495 0.023 0.003 -0.022
H 3.577410 2.851973 -0.760722 0.035 0.101 -0.100
H 2.669368 0.981238 -2.817547 0.007 0.136 -0.026
H 4.458050 -0.693196 -2.482820 0.111 0.040 -0.019
H 3.945765 -2.864039 -1.446152 0.061 -0.081 0.012
H 1.611620 -3.381761 -0.749045 -0.001 -0.085 0.039
H -2.372974 0.369892 1.025046 0.031 0.095 0.043
H -4.537784 1.440492 3.694912 0.074 -0.013 -0.037
H -3.574277 1.858492 2.254395 0.017 -0.033 -0.008
H -3.113137 0.462598 3.260042 -0.007 0.013 -0.031
```
Positions in Å, forces in eV/Å.

## Properties
E_LUMO in eV: 0.51
M in g mol⁻¹: 518.6
Gap between HOMO and LUMO in hartree: 0.3100
Spin multiplicity: 1
HOMO in eV: -7.9227
Relative energy (zero: lowest compared OMol25 entry of this formula, charge and spin) in kcal per mole: 0.0